# 1
18
Properties=species:S:1:pos:R:3:forces:R:3 method="wB97M-V/def2-TZVPD" e_tot_ha=-306.1804 charge=+1 spin_multiplicity=1 homo_lumo_gap_ev=7.5 mol_weight_g_mol=99.16
N 0.86454 0.68506 -1.04126 -4.53 2.91 -2.02
N -0.14833 1.33574 -1.26820 7.56 0.82 4.05
C -0.62510 0.44094 1.73327 -2.80 0.33 -2.64
C 0.28193 -1.69851 1.28698 1.38 -2.08 0.16
C -1.15976 1.09610 -2.07941 -3.16 -1.33 -1.70
C -0.74134 -0.69128 0.99091 0.61 1.86 2.72
C 1.98560 0.35029 -0.67517 0.45 -1.81 3.41
H 0.15037 0.52522 2.43787 0.88 0.39 0.75
H -0.02159 -2.50628 2.00836 0.00 1.10 -0.15
H 2.07128 -0.19418 0.32127 -0.37 0.41 -1.46
H 0.55522 -2.40371 0.43597 0.23 1.41 0.57
H 2.89767 0.54228 -1.15335 0.90 0.65 -1.22
H 1.12455 -1.06906 1.74102 -0.63 -1.81 -0.60
H -1.56420 1.98867 -2.55070 0.16 0.36 0.39
H -1.92347 0.74217 -1.34762 -0.15 -0.29 -0.88
H -0.80903 0.43908 -2.82784 -0.67 -1.41 -1.04
H -1.59331 -0.89647 0.41025 -0.89 -0.18 -0.91
H -1.34503 1.31394 1.57765 1.04 -1.33 0.57

---

# 2
17
Properties=species:S:1:pos:R:3:forces:R:3 method="wB97M-V/def2-TZVPD" e_tot_ha=-346.9354 spin_multiplicity=1 homo_lumo_gap_ev=10.2 mol_weight_g_mol=102.13
O -1.40499 -0.03967 1.75801 -0.10 -0.01 0.34
O 1.91421 1.52450 -0.18935 0.16 0.08 -0.01
C -1.37247 -1.01239 0.72733 -0.01 -0.27 -0.30
C 1.40770 0.41241 0.56775 -0.08 -0.21 0.33
C -0.89234 -0.33508 -0.54783 -0.03 0.02 -0.03
C 0.61888 -0.12310 -0.64295 -0.02 -0.09 -0.05
C 1.10945 1.16907 -1.31885 -0.16 0.02 -0.39
H -1.41821 0.62533 -0.61614 0.09 -0.09 0.04
H 0.30889 1.90396 -1.49295 0.14 -0.11 0.02
H 2.21492 -0.23859 0.93034 -0.13 0.15 -0.07
H 1.09582 -1.01696 -1.05864 -0.08 0.12 0.04
H -2.37877 -1.42545 0.56905 0.13 0.03 -0.01
H -1.22356 -0.93353 -1.40491 0.04 0.08 0.09
H -1.76007 -0.45309 2.55296 0.06 0.10 -0.06
H 1.69974 1.05933 -2.23746 -0.05 0.03 0.16
H -0.70557 -1.84743 0.99561 -0.08 0.10 -0.03
H 0.78637 0.73068 1.40802 0.11 0.04 -0.08

---

# 3
12
Properties=species:S:1:pos:R:3:forces:R:3 method="wB97M-V/def2-TZVPD" e_tot_ha=-360.3468 charge=-1 spin_multiplicity=1 homo_lumo_gap_ev=8.7 mol_weight_g_mol=92.07
O -0.84830 1.11594 -0.28018 0.24 -0.82 -0.55
O 1.35601 3.00973 0.70748 -1.03 0.47 -0.64
O 0.23685 0.52633 1.57756 0.46 -0.25 -0.34
N -0.74776 -1.16046 0.35027 2.94 -1.24 -0.52
C -0.35684 -1.79634 -0.94858 -2.06 0.88 -1.60
C -0.37940 0.27752 0.51070 -1.05 0.14 0.74
H 0.64113 3.52254 0.23884 1.06 -1.24 0.78
H 0.69024 -2.07737 -1.08923 0.30 0.39 0.38
H -0.91029 -2.78216 -1.02979 0.27 1.16 -0.22
H -0.01765 -1.67969 0.89715 -1.38 1.12 0.59
H -0.62391 -1.06375 -1.80921 0.21 -1.44 1.29
H 0.95992 2.10771 0.87499 0.04 0.81 0.08